The following is a quantum chemistry calculation of C34H28N5O6SW as an isolated structure in a non-equilibrium geometry, from the OMol25 dataset.

Results
- calculated total energy (eV) = -68083.289
- largest force on an atom (eV/Å) = 1.39
- HOMO level (eV) = -16.2613
- net charge = +3
- energy relative to the best compared isomer or geometry (same formula, charge and spin) (kcal per mole) = 22.07
- Kohn-Sham gap (eV) = 5.891

```
75
Properties=species:S:1:pos:R:3:lowdin_charge:R:1
W 0.0598 -0.1836 0.1894 1.97
C 3.3827 1.1714 1.5230 -0.01
C 2.1461 1.9972 1.7483 -0.25
C 2.4039 3.2132 2.3888 0.01
C 1.4010 4.0756 2.7404 0.03
C 0.1011 3.7005 2.4381 0.04
C -0.1257 2.5160 1.7888 -0.17
N 0.8710 1.6464 1.4171 0.07
C -1.5030 2.1550 1.4214 -0.17
C -2.6488 2.8173 1.8310 0.06
C -3.8761 2.3713 1.3753 0.04
C -3.9442 1.2736 0.5278 0.06
C -2.7722 0.6508 0.1574 -0.17
N -1.5931 1.1080 0.6122 -0.03
C -2.7366 -0.5681 -0.6729 -0.19
C -3.7747 -0.8546 -1.5135 0.04
C -3.7613 -2.0654 -2.1985 0.04
C -2.7182 -2.9333 -1.9788 0.03
C -1.6414 -2.5790 -1.1687 -0.25
C -0.5538 -3.5988 -1.0109 0.01
N -1.6372 -1.3798 -0.5362 0.04
H 4.0361 1.3063 2.3830 0.11
H 3.9232 1.5428 0.6522 0.09
H 3.2187 0.1166 1.3919 0.05
H 3.4348 3.4481 2.6152 0.14
H 1.6099 5.0103 3.2446 0.14
H -0.7219 4.3463 2.6989 0.13
H -2.5998 3.6516 2.5120 0.13
H -4.7836 2.8698 1.6911 0.14
H -4.8999 0.8963 0.1963 0.14
H -4.5874 -0.1546 -1.6389 0.14
H -4.5589 -2.3191 -2.8854 0.15
H -2.6919 -3.8975 -2.4682 0.14
H -0.8622 -4.3356 -0.2654 0.12
H 0.4054 -3.1942 -0.7215 0.04
H -0.4181 -4.1293 -1.9513 0.11
C 2.4605 2.3843 -1.3612 -0.24
O 2.2725 1.0385 -0.9855 -0.17
C 2.9910 0.0715 -1.6417 -0.26
C 4.3431 0.1109 -1.9207 0.04
C 4.9534 -1.0019 -2.4948 -0.01
C 4.2198 -2.1536 -2.7627 -0.02
C 2.8658 -2.1856 -2.4646 0.02
C 2.2817 -1.0607 -1.9223 -0.30
N 1.7837 -1.0705 0.7765 0.11
N 0.8398 -1.8147 1.0234 -0.14
C 0.3821 -2.6005 2.0154 -0.12
C -0.7389 -1.8899 2.4967 -0.25
O -0.9488 -0.7038 1.9416 -0.12
C -1.4522 -2.3814 3.5941 0.04
C -1.0104 -3.5556 4.1459 0.07
C 0.1589 -4.2598 3.7031 -0.14
C 0.5952 -5.4258 4.3508 0.02
C 1.7309 -6.0760 3.9225 -0.01
C 2.4585 -5.5886 2.8280 -0.02
C 2.0519 -4.4526 2.1624 0.00
C 0.9095 -3.7773 2.6040 -0.10
H 3.5224 2.6329 -1.3801 0.14
H 1.9486 2.9680 -0.5940 0.14
H 2.0482 3.3599 -2.9930 0.13
H 4.9304 0.9898 -1.6962 0.13
H 6.0109 -0.9680 -2.7221 0.13
H 4.6964 -3.0184 -3.2029 0.13
H 2.2613 -3.0606 -2.6726 0.13
H -2.3015 -1.8395 3.9870 0.14
H -1.5605 -3.9765 4.9802 0.14
H 0.0302 -5.8031 5.1947 0.14
H 2.0667 -6.9679 4.4341 0.13
H 3.3495 -6.1105 2.5046 0.13
H 2.6141 -4.0822 1.3121 0.12
O 1.8675 2.4925 -2.6112 0.00
S 0.0629 0.1941 -2.7890 1.11
O -1.0474 -0.5021 -3.3431 -0.29
O -0.3766 0.8836 -1.4350 -0.55
O 0.8960 -1.0770 -1.6534 -0.39
```